Record 1
The following is a quantum chemistry calculation of 9 unconnected molecules or ions with the total composition C28H56O31S4 in a non-equilibrium geometry, from the OMol25 dataset.

Each line ends with the Löwdin charge.
CARTESIAN COORDINATES (ANGSTROEM)
1 C 5.62 -9.74 4.52  -0.066
2 C 4.87 -8.51 4.98  -0.216
3 O 4.21 -7.93 3.84  0.033
4 C 4.18 -6.60 3.76  -0.615
5 O 4.83 -5.83 4.42  0.123
6 O 3.33 -6.27 2.80  0.001
7 C 3.23 -4.87 2.49  -0.018
8 H 5.01 -10.37 3.87  0.078
9 H 5.86 -10.36 5.38  0.076
10 H 6.53 -9.42 4.03  0.079
11 H 5.50 -7.82 5.52  0.118
12 H 4.05 -8.79 5.65  0.124
13 H 2.72 -4.41 3.33  0.087
14 H 2.71 -4.81 1.54  0.088
15 H 4.23 -4.46 2.40  0.090
16 C 0.70 1.19 -1.84  -0.046
17 C 0.61 0.46 -0.52  -0.211
18 O 0.31 -0.93 -0.70  0.037
19 C -0.09 -1.57 0.39  -0.621
20 O -0.12 -1.09 1.50  0.130
21 O -0.47 -2.79 0.06  0.016
22 C -0.62 -3.69 1.17  -0.014
23 H 1.35 0.69 -2.55  0.066
24 H 1.04 2.19 -1.58  0.071
25 H -0.31 1.32 -2.25  0.058
26 H -0.05 0.96 0.19  0.109
27 H 1.61 0.45 -0.06  0.120
28 H -0.73 -4.69 0.75  0.103
29 H -1.38 -3.28 1.82  0.084
30 H 0.31 -3.76 1.73  0.073
31 C -5.93 6.67 -4.47  -0.055
32 C -5.16 5.51 -3.83  -0.218
33 O -3.80 5.51 -4.23  0.042
34 C -3.16 4.34 -4.22  -0.610
35 O -3.64 3.29 -3.89  0.119
36 O -1.89 4.55 -4.52  0.010
37 C -1.05 3.41 -4.53  -0.042
38 H -5.55 6.90 -5.46  0.079
39 H -5.80 7.56 -3.86  0.073
40 H -6.98 6.38 -4.48  0.078
41 H -5.63 4.55 -4.07  0.122
42 H -5.27 5.61 -2.75  0.124
43 H -1.33 2.53 -3.95  0.079
44 H -0.04 3.65 -4.19  0.083
45 H -0.99 3.03 -5.55  0.100
46 C 3.58 -1.63 -2.04  -0.047
47 C 3.98 -1.83 -0.57  -0.196
48 O 4.14 -0.57 0.08  0.035
49 C 4.19 -0.63 1.41  -0.607
50 O 4.34 -1.62 2.07  0.134
51 O 4.14 0.62 1.88  0.006
52 C 4.51 0.87 3.21  -0.052
53 H 3.89 -0.64 -2.40  0.082
54 H 2.49 -1.56 -2.13  0.060
55 H 4.06 -2.41 -2.62  0.076
56 H 4.87 -2.45 -0.52  0.126
57 H 3.11 -2.30 -0.12  0.117
58 H 5.56 1.19 3.24  0.097
59 H 4.52 -0.02 3.85  0.094
60 H 3.87 1.62 3.64  0.093
61 C -0.39 7.48 -2.89  -0.051
62 C 0.64 7.27 -1.77  -0.211
63 O 1.93 6.86 -2.19  0.019
64 C 2.17 5.55 -2.30  -0.594
65 O 1.35 4.68 -2.19  0.130
66 O 3.44 5.31 -2.57  0.017
67 C 4.40 6.36 -2.58  -0.041
68 H 0.00 8.26 -3.54  0.080
69 H -1.33 7.73 -2.40  0.082
70 H -0.58 6.64 -3.56  0.063
71 H 0.22 6.51 -1.11  0.112
72 H 0.69 8.19 -1.19  0.124
73 H 5.38 5.90 -2.69  0.096
74 H 4.49 6.79 -1.57  0.100
75 H 4.17 7.12 -3.32  0.098
76 C -5.22 -1.03 3.19  -0.145
77 C -4.08 -1.87 3.83  -0.154
78 O -4.81 -2.73 4.70  -0.219
79 S -6.10 -3.25 3.92  0.609
80 O -7.13 -3.56 4.84  -0.210
81 O -5.74 -4.17 2.90  -0.215
82 O -6.41 -1.83 3.23  -0.180
83 H -5.06 -0.65 2.19  0.133
84 H -5.33 -0.14 3.82  0.130
85 H -3.39 -1.28 4.43  0.122
86 H -3.56 -2.46 3.07  0.123
87 C -2.62 -4.02 6.50  -0.140
88 C -1.42 -3.86 7.50  -0.146
89 O -0.26 -3.60 6.71  -0.187
90 S -0.65 -3.40 5.15  0.617
91 O 0.27 -4.03 4.28  -0.204
92 O -1.04 -2.04 4.94  -0.215
93 O -1.92 -4.36 5.30  -0.199
94 H -3.14 -3.08 6.36  0.103
95 H -3.26 -4.86 6.77  0.137
96 H -1.38 -4.73 8.15  0.128
97 H -1.58 -2.93 8.04  0.129
98 C -2.46 2.79 -0.05  -0.159
99 C -3.01 4.15 -0.47  -0.171
100 O -3.96 4.53 0.51  -0.176
101 S -4.68 3.19 1.02  0.613
102 O -5.68 2.85 0.05  -0.216
103 O -5.01 3.32 2.39  -0.213
104 O -3.42 2.21 0.84  -0.179
105 H -1.51 2.88 0.47  0.127
106 H -2.22 2.14 -0.90  0.126
107 H -3.55 3.97 -1.41  0.107
108 H -2.23 4.86 -0.74  0.135
109 C 0.62 -1.02 -8.08  -0.198
110 C 1.92 -0.48 -7.51  -0.159
111 O 1.96 -1.11 -6.23  -0.199
112 S 0.47 -1.38 -5.62  0.627
113 O 0.10 -0.38 -4.68  -0.220
114 O 0.34 -2.75 -5.29  -0.203
115 O -0.29 -1.07 -7.01  -0.180
116 H 0.89 -2.05 -8.37  0.134
117 H 0.24 -0.57 -8.99  0.137
118 H 1.86 0.61 -7.38  0.133
119 H 2.75 -0.85 -8.10  0.135

Structure (SMILES)   O=S1(=O)OCCO1.O=S1(=O)OCCO1.O=S1(=O)OCCO1.O=S1(=O)OCCO1.CCOC(=O)OC.CCOC(=O)OC.CCOC(=O)OC.CCOC(=O)OC.CCOC(=O)OC
HOMO-LUMO gap   10.69 eV
DFT total energy   -5025.59576 hartree
Maximum force   2.4 eV Å⁻¹

Record 2
The following is a quantum chemistry calculation of a molecular structure, C28H56O56S14 in a non-equilibrium geometry, from the OMol25 dataset.

Each line ends with the Löwdin charge.
CARTESIAN COORDINATES (ANGSTROEM)
1 C 2.44 1.44 4.31  -0.163
2 C 2.20 1.70 5.77  -0.099
3 O 1.29 2.84 5.82  -0.196
4 S 0.80 3.36 4.37  0.641
5 O 1.28 4.68 4.15  -0.210
6 O -0.62 3.12 4.26  -0.250
7 O 1.60 2.26 3.52  -0.191
8 H 2.23 0.41 4.03  0.108
9 H 3.48 1.54 4.00  0.125
10 H 3.03 1.97 6.41  0.138
11 H 1.61 0.93 6.28  0.109
12 C -0.79 -1.07 0.15  -0.175
13 C -0.05 -0.03 0.96  -0.157
14 O 0.58 0.72 -0.03  -0.220
15 S 0.74 0.11 -1.51  0.685
16 O 2.12 -0.18 -1.71  -0.216
17 O -0.03 0.81 -2.49  -0.205
18 O -0.04 -1.30 -1.01  -0.215
19 H -1.68 -0.50 -0.15  0.119
20 H -1.14 -1.98 0.63  0.115
21 H 0.67 -0.39 1.71  0.126
22 H -0.67 0.66 1.53  0.101
23 C -0.82 6.01 -2.03  -0.141
24 C 0.39 6.11 -1.10  -0.166
25 O 0.06 5.26 -0.04  -0.184
26 S -1.25 4.33 -0.32  0.652
27 O -2.42 4.93 0.26  -0.220
28 O -1.02 2.93 -0.13  -0.202
29 O -1.21 4.61 -1.90  -0.208
30 H -0.67 6.24 -3.08  0.139
31 H -1.71 6.56 -1.71  0.128
32 H 0.36 7.15 -0.78  0.141
33 H 1.32 5.84 -1.59  0.136
34 C 0.34 -4.97 2.26  -0.198
35 C 0.01 -5.49 3.63  -0.147
36 O -1.15 -4.71 3.98  -0.229
37 S -2.09 -4.47 2.60  0.713
38 O -2.44 -3.10 2.40  -0.239
39 O -3.11 -5.48 2.69  -0.212
40 O -0.88 -4.84 1.55  -0.199
41 H 1.08 -5.56 1.71  0.141
42 H 0.73 -3.95 2.29  0.120
43 H 0.78 -5.41 4.40  0.122
44 H -0.41 -6.49 3.56  0.138
45 C -2.01 -1.93 6.33  -0.117
46 C -1.30 -0.62 6.59  -0.135
47 O 0.10 -0.94 6.55  -0.217
48 S 0.43 -2.21 5.61  0.654
49 O 1.43 -2.96 6.35  -0.240
50 O 0.62 -1.83 4.24  -0.230
51 O -1.03 -2.88 5.85  -0.215
52 H -2.69 -1.85 5.49  0.128
53 H -2.44 -2.35 7.23  0.137
54 H -1.53 -0.24 7.58  0.137
55 H -1.45 0.15 5.82  0.120
56 C -1.01 2.49 -6.72  -0.161
57 C -1.06 2.79 -5.20  -0.168
58 O -1.89 3.93 -5.04  -0.222
59 S -2.61 4.37 -6.50  0.679
60 O -1.85 5.37 -7.18  -0.217
61 O -4.01 4.42 -6.34  -0.214
62 O -2.26 2.95 -7.19  -0.181
63 H -0.66 1.55 -7.13  0.131
64 H -0.22 3.19 -7.04  0.124
65 H -0.08 2.99 -4.79  0.131
66 H -1.51 1.95 -4.66  0.109
67 C 4.13 1.41 -3.70  -0.198
68 C 4.38 1.79 -5.19  -0.181
69 O 5.77 1.69 -5.44  -0.183
70 S 6.52 1.07 -4.13  0.670
71 O 7.75 1.80 -3.96  -0.224
72 O 6.56 -0.35 -4.20  -0.213
73 O 5.38 1.61 -3.09  -0.180
74 H 3.61 0.46 -3.65  0.111
75 H 3.42 2.15 -3.33  0.121
76 H 4.11 2.84 -5.34  0.122
77 H 3.73 1.33 -5.94  0.119
78 C 4.63 -3.75 4.61  -0.139
79 C 3.85 -4.70 3.71  -0.153
80 O 3.50 -4.04 2.49  -0.214
81 S 4.18 -2.57 2.41  0.646
82 O 3.09 -1.66 2.67  -0.253
83 O 5.03 -2.41 1.28  -0.197
84 O 5.06 -2.67 3.77  -0.190
85 H 5.57 -4.12 5.00  0.141
86 H 4.00 -3.24 5.34  0.122
87 H 3.01 -5.17 4.22  0.117
88 H 4.50 -5.54 3.47  0.134
89 C 1.30 -3.78 -1.15  -0.190
90 C 2.72 -4.32 -0.87  -0.126
91 O 2.73 -5.60 -1.54  -0.185
92 S 1.68 -5.57 -2.75  0.645
93 O 1.24 -6.92 -2.95  -0.223
94 O 2.12 -4.81 -3.87  -0.202
95 O 0.57 -4.76 -1.87  -0.194
96 H 1.45 -2.92 -1.80  0.100
97 H 0.78 -3.43 -0.27  0.112
98 H 2.86 -4.38 0.20  0.096
99 H 3.54 -3.74 -1.30  0.137
100 C -4.51 3.73 -3.06  -0.177
101 C -4.99 3.82 -1.64  -0.190
102 O -4.42 2.70 -0.99  -0.192
103 S -4.56 1.44 -1.98  0.674
104 O -5.86 0.86 -1.90  -0.206
105 O -3.38 0.63 -1.81  -0.232
106 O -4.42 2.34 -3.34  -0.168
107 H -3.51 4.18 -3.14  0.103
108 H -5.03 4.31 -3.83  0.134
109 H -6.08 3.78 -1.62  0.135
110 H -4.77 4.76 -1.13  0.132
111 C -3.48 2.63 2.17  -0.160
112 C -3.77 2.59 3.66  -0.160
113 O -4.12 1.26 4.05  -0.182
114 S -3.52 0.26 2.95  0.651
115 O -4.25 -0.95 2.74  -0.210
116 O -2.08 0.21 3.15  -0.242
117 O -3.85 1.31 1.77  -0.195
118 H -2.46 2.83 1.84  0.097
119 H -4.09 3.41 1.73  0.125
120 H -4.56 3.25 3.98  0.137
121 H -2.87 2.88 4.20  0.101
122 C -1.72 -1.36 -4.33  -0.136
123 C -0.77 -2.54 -4.04  -0.152
124 O 0.54 -2.17 -4.48  -0.183
125 S 0.35 -1.15 -5.71  0.620
126 O 0.04 -1.84 -6.93  -0.214
127 O 1.45 -0.23 -5.74  -0.238
128 O -0.96 -0.45 -5.12  -0.220
129 H -2.24 -0.92 -3.49  0.107
130 H -2.52 -1.68 -5.01  0.138
131 H -1.01 -3.42 -4.64  0.141
132 H -0.80 -2.76 -2.98  0.099
133 C 2.97 3.41 0.72  -0.149
134 C 3.64 2.06 0.32  -0.166
135 O 4.97 2.12 0.79  -0.180
136 S 5.20 3.37 1.87  0.693
137 O 5.85 4.50 1.25  -0.227
138 O 5.67 2.95 3.16  -0.233
139 O 3.59 3.55 1.99  -0.227
140 H 1.92 3.27 0.95  0.118
141 H 3.10 4.17 -0.04  0.130
142 H 3.49 2.12 -0.76  0.115
143 H 3.20 1.22 0.85  0.127
144 C -4.45 -2.28 -0.73  -0.161
145 C -4.99 -3.53 0.03  -0.155
146 O -4.46 -4.65 -0.66  -0.182
147 S -3.21 -4.26 -1.67  0.689
148 O -3.24 -5.06 -2.86  -0.204
149 O -2.00 -4.14 -0.90  -0.231
150 O -3.86 -2.82 -1.90  -0.196
151 H -3.77 -1.68 -0.12  0.107
152 H -5.28 -1.65 -1.03  0.119
153 H -6.08 -3.41 0.07  0.131
154 H -4.71 -3.57 1.08  0.105

HOMO-LUMO gap   10.51 eV
DFT total energy   -10888.16913 hartree
Maximum force   3.2 eV Å⁻¹